Here is a single C3H7N3O molecule in a non-equilibrium geometry from OMol25. Energies are from ωB97M-V/def2-TZVPD.

Results
Net charge = 0
E_HOMO = -0.3230 Ha
Orbital gap = 9.592 eV
SMILES = [H]/N=C(\NN)[C@@H]1CO1

Geometry as XYZ:
```
14
Properties=species:S:1:pos:R:3:forces:R:3
H 2.08426 1.22704 0.29572 -0.0305 0.7349 -0.6181
N 1.20934 1.73787 0.05939 -2.1953 -2.6363 0.7775
C 0.36887 0.72092 0.01042 2.9589 -0.4918 -0.1019
N 0.74207 -0.61871 0.01000 -2.3843 -1.4015 -1.4198
N 2.00757 -1.00761 0.00810 4.7816 -2.8813 3.1495
C -1.08671 0.62368 -0.07986 -0.4269 3.7103 2.9643
C -1.94350 -0.44576 0.62510 0.6839 3.0942 -1.4221
O -1.56741 -0.41322 -0.74866 -2.7252 -1.8999 -2.3983
H 0.00460 -1.29954 -0.34472 1.5961 1.4389 0.6845
H 2.21378 -1.55151 0.94966 -0.2907 1.4889 -2.4603
H 2.50263 -1.59920 -0.72392 -1.8658 1.3297 0.5008
H -1.51253 1.65698 -0.09472 -0.3552 -0.9688 -0.6524
H -1.58915 -1.24432 1.17330 1.0415 -1.3378 1.0821
H -2.90920 -0.05769 0.85756 -0.7880 -0.1795 -0.0858
```
Forces are in eV/Å.



Here is a single C3H7N3O molecule from OMol25. Energies are from ωB97M-V/def2-TZVPD.

Results
Net charge = 0
E_HOMO (alpha / beta) = -0.2435 / -0.2435 Ha
Orbital gap (alpha / beta) = 6.898 / 6.897 eV
SMILES = C=N/C(N)=C(\[NH3+])[O-]

Geometry as XYZ:
```
14
Properties=species:S:1:pos:R:3:forces:R:3
C -0.87622 1.31839 -1.03548 0.0370 0.2288 0.3047
N -0.68339 1.09173 0.21386 -0.1472 -0.1511 -0.3951
C 0.30424 0.27821 0.70707 0.2319 -0.1811 -0.0364
N 0.83338 0.68062 1.96442 -0.1833 -0.0883 0.0305
C 0.75349 -0.92155 0.20021 -0.2243 0.1375 -0.0542
N -0.06881 -1.42731 -1.06850 -0.1323 0.1184 -0.1092
O 1.48967 -1.80715 0.62970 -0.0270 0.1123 0.0126
H -1.72275 1.93024 -1.33095 0.0215 -0.0367 0.0188
H -0.15652 1.05312 -1.81067 0.0592 -0.0729 -0.0768
H 0.98919 -0.12189 2.56768 0.0502 0.0660 -0.0406
H 0.15518 1.30482 2.38713 0.1290 -0.0065 0.0865
H -0.88703 -0.82895 -1.28104 0.2956 -0.3531 0.1192
H 0.53925 -1.46672 -1.88711 -0.0964 0.0605 0.1436
H -0.32145 -2.38937 -0.82686 -0.0139 0.1663 -0.0036
```
Forces are in eV/Å.



Here is 2 unconnected molecules or ions with the total composition C3H7N3O in a non-equilibrium geometry from OMol25. Energies are from ωB97M-V/def2-TZVPD.

Results
Net charge = 0
E_HOMO = -0.3031 Ha
Orbital gap = 9.055 eV

Geometry as XYZ:
```
14
Properties=species:S:1:pos:R:3:forces:R:3
C 1.66111 1.27434 -0.41451 0.3652 0.3739 3.2985
C 0.69802 0.31921 0.33908 1.4935 0.4602 -4.8321
C -1.71231 -1.11313 -1.49666 -3.9443 -0.0637 -2.4401
H 2.14054 1.71410 0.53641 -0.0475 -0.2399 -1.7437
H 1.14789 2.15336 -0.90295 0.5575 -1.4153 -0.0361
H 2.44182 0.68350 -0.96735 -1.0058 0.9224 0.1398
H -1.02045 -1.30050 -2.34382 -0.5292 -0.0322 0.5396
H -2.94619 -1.15875 -1.77302 3.6859 -0.0843 1.3609
H -0.77832 0.15183 2.93234 0.3827 -1.8425 -1.4565
H -0.81696 -1.38399 1.37375 1.2930 3.6848 3.8179
N -1.27642 -0.66056 -0.41421 1.1666 -0.1391 -1.0361
N 0.51459 0.34786 1.55276 0.7359 1.8572 0.3322
N -0.22542 -0.45910 2.25022 -3.2075 -3.8757 -0.5756
O 0.17211 -0.56819 -0.67204 -0.9461 0.3942 2.6314
```
Forces are in eV/Å.



Here is a single C3H7N3O molecule in a non-equilibrium geometry from OMol25. Energies are from ωB97M-V/def2-TZVPD.

Results
Net charge = 0
E_HOMO = -0.3482 Ha
Orbital gap = 10.149 eV
SMILES = C/N=C\NC(N)=O

Geometry as XYZ:
```
14
Properties=species:S:1:pos:R:3:forces:R:3
C 1.25649 -1.17798 0.39100 2.2122 1.9940 -0.7518
N 0.32095 -0.74664 1.39492 -1.8125 0.6945 0.0552
C -0.85520 -0.22326 1.12997 2.6053 -3.0147 3.8239
N -1.39902 -0.02334 -0.04685 -3.1873 1.1157 -5.2214
C -0.85343 0.79401 -1.14454 0.0379 -0.8021 1.8930
N 0.25936 1.40969 -0.70124 5.2940 1.3955 2.7640
O -1.41776 0.91193 -2.19869 0.0118 -0.0530 0.0383
H 1.76249 -2.13070 0.62899 -0.4698 0.4898 0.3333
H 0.94893 -1.21782 -0.66689 -0.4099 -0.0580 0.3504
H 2.12914 -0.35164 0.37374 -1.4663 -1.8632 0.0272
H -1.51433 -0.17840 2.02817 0.4049 0.3893 -0.7122
H -2.42956 -0.22231 -0.25210 2.1018 0.4932 0.8217
H 0.96625 2.01676 -1.23281 -2.3817 -1.5007 0.3188
H 0.82569 1.13970 0.29634 -2.9404 0.7195 -3.7405
```
Forces are in eV/Å.



Here is a molecular structure, C3H7N3O in a non-equilibrium geometry from OMol25. Energies are from ωB97M-V/def2-TZVPD.

Results
Net charge = 0
E_HOMO = -0.3297 Ha
Orbital gap = 9.908 eV

Geometry as XYZ:
```
14
Properties=species:S:1:pos:R:3:forces:R:3
C 0.29744 1.66715 0.08932 0.1717 -0.0591 0.5608
C -1.91705 -0.71953 -0.12688 0.0616 -0.0069 -0.0775
C -0.44094 -0.74200 -0.11693 0.6410 -0.6290 0.4178
O 2.57048 -1.00025 -0.41936 -0.3808 -0.0903 -0.5107
N 1.43392 -0.73473 0.33201 -0.2388 1.7871 0.5428
N 0.41355 -1.68663 0.18795 -1.0597 -0.2865 -0.4170
N 0.44857 0.29009 -0.30225 1.1966 -0.9178 -0.5073
H 3.29860 -1.01440 0.21758 -0.3246 0.1877 0.0749
H 1.18601 2.21694 -0.21861 -0.0893 0.0394 -0.0077
H -0.57131 2.07690 -0.42913 0.0754 -0.0601 -0.0601
H 0.14961 1.78890 1.16837 0.0232 0.0628 -0.0322
H -2.29616 -0.15202 0.72516 -0.0124 -0.0162 0.0115
H -2.28837 -1.73943 -0.06739 -0.0270 0.0003 0.0100
H -2.28436 -0.25099 -1.03986 -0.0370 -0.0115 -0.0053
```
Forces are in eV/Å.



Here is a single C3H7N3O molecule from OMol25. Energies are from ωB97M-V/def2-TZVPD.

Results
Net charge = 0
E_HOMO = -0.2667 Ha
Orbital gap = 7.636 eV

Geometry as XYZ:
```
14
Properties=species:S:1:pos:R:3:forces:R:3
C 2.48633 -0.54111 0.23059 -0.2409 -0.1421 -0.1980
N 1.45885 0.64451 0.34026 -0.0104 0.2488 0.0836
C 0.27580 0.55642 -0.51589 -0.0758 -0.0193 -0.4210
O 0.30110 0.98446 -1.64308 0.0017 -0.0891 0.5534
N -0.78676 -0.06286 0.08035 0.0491 0.0149 0.0430
C -2.01406 -0.21529 -0.56752 -0.1399 -0.0548 0.0501
N -2.98965 -0.71508 0.06292 0.2283 0.1335 -0.2481
H 2.67827 -0.55399 -0.85413 0.0324 -0.0514 0.1613
H 1.85079 -1.41933 0.43802 0.0947 0.0762 0.0124
H 1.96609 1.48117 0.05505 -0.0196 -0.0797 0.0039
H 1.22410 0.74810 1.32702 0.0134 -0.0027 -0.1257
H -0.72612 -0.44670 1.01453 0.0427 0.0420 -0.0963
H -1.99189 0.14409 -1.59774 -0.0468 -0.0467 0.1165
H -3.81312 -0.75346 -0.53334 0.0710 -0.0296 0.0650
```
Forces are in eV/Å.



Here is a single C3H7N3O molecule in a non-equilibrium geometry from OMol25. Energies are from ωB97M-V/def2-TZVPD.

Results
Net charge = 0
E_HOMO = -0.3453 Ha
Orbital gap = 10.018 eV
SMILES = [H]/N=C/NC(=O)NC

Geometry as XYZ:
```
14
Properties=species:S:1:pos:R:3:forces:R:3
H -4.04233 -0.36703 -0.42242 -0.1144 -0.0317 0.0179
N -3.28162 -0.17994 0.22051 -0.0344 -0.0370 -0.2917
C -2.18317 -0.16844 -0.41270 -0.2813 0.0411 0.0426
N -1.01954 0.06371 0.26658 -0.4691 0.0865 -0.1054
C 0.20317 0.07505 -0.36977 -0.2302 -0.3639 -0.1402
O 0.37552 0.03979 -1.57558 -0.2941 -0.0423 0.1605
N 1.19289 0.13377 0.52040 -1.3287 -1.2733 -0.3018
C 2.60385 0.08587 0.21480 -1.0388 1.2329 -0.3627
H -2.00057 -0.33140 -1.47837 -0.2220 0.0354 0.1115
H -1.07925 0.19218 1.26783 -0.0971 -0.0508 -0.2065
H 1.06585 0.06665 1.51601 -0.6656 -0.0137 -0.1514
H 2.86833 0.23941 -0.82763 -0.6823 0.2807 -0.1439
H 2.87426 -0.98863 0.38797 1.1213 1.4847 1.0855
H 2.42260 1.13900 0.69240 4.3367 -1.3485 0.2856
```
Forces are in eV/Å.



Here is a single C3H7N3O molecule from OMol25. Energies are from ωB97M-V/def2-TZVPD.

Results
Net charge = 0
E_HOMO (alpha / beta) = -0.3019 / -0.3018 Ha
Orbital gap (alpha / beta) = 8.062 / 8.062 eV

Geometry as XYZ:
```
14
Properties=species:S:1:pos:R:3:forces:R:3
C 0.79874 0.34770 0.33919 -0.1503 -0.0906 0.0509
C 0.69435 -0.89505 0.99961 -0.4764 0.2427 -0.2398
N -1.29927 -0.97764 0.42775 0.1951 0.4124 0.1879
C -1.00525 0.50040 -0.07364 -0.0685 -0.1509 0.1252
N 1.60566 0.43593 -0.84114 -0.0257 -0.0424 -0.0010
O -1.67162 0.30570 1.09144 0.3709 -0.3421 -0.4189
N -1.37238 1.22579 -1.05449 0.1326 -0.1439 0.1735
H -2.22173 -1.40586 0.24844 0.1117 0.1090 0.0267
H 0.91468 1.21503 0.98167 -0.0221 -0.0221 -0.0032
H 1.41838 1.29833 -1.33997 -0.0410 -0.0444 0.0290
H 1.44965 -0.34034 -1.47443 -0.0194 0.0387 0.0314
H -0.83351 1.04216 -1.89506 -0.0060 0.0005 0.0538
H 1.04039 -1.80916 0.53469 0.0091 0.0205 -0.0062
H 0.48192 -0.94299 2.05594 -0.0099 0.0125 -0.0093
```
Forces are in eV/Å.



The evaluated energy above the lowest of the compared OMol25 structures with the same formula, charge and spin for the records listed, in turn: 106.1, 68.8, 160.2, 45.8, 110.6, 81.2, 54.5, 157.6 kcal/mol.